[1]
Density functional theory data (wB97M-V/def2-TZVPD) for a 6-piece molecular cluster, C36H70BFN2O15P2S5 overall.

Each line ends with the Löwdin charge.
Atoms and positions in Å:
1 C -1.01 -0.28 5.26  0.12
2 C -1.06 0.51 4.34  -0.12
3 C -1.27 1.32 3.14  -0.20
4 C -2.56 0.96 2.38  -0.16
5 C -2.47 1.50 0.93  -0.11
6 C -3.47 0.89 -0.06  -0.27
7 C -3.05 -0.45 -0.74  -0.12
8 C -1.82 -1.17 -0.14  -0.16
9 C -0.48 -0.75 -0.80  -0.18
10 C 0.67 -1.23 0.11  -0.19
11 C 1.36 -0.07 0.85  -0.26
12 C 2.90 -0.13 0.81  -0.10
13 C -3.52 1.89 -1.30  -0.34
14 N -4.34 1.51 -2.46  0.12
15 B -2.16 2.54 -1.87  -0.44
16 C -1.24 1.90 -3.00  0.00
17 O -1.75 3.77 -1.38  0.14
18 N -4.29 3.05 -0.69  0.13
19 C -5.47 2.42 -0.33  -0.48
20 O -6.61 2.77 -0.46  0.10
21 C -4.95 1.08 0.36  -0.47
22 F -5.22 1.36 1.71  -0.04
23 P -6.22 -0.21 -0.15  0.96
24 P -7.68 -0.15 1.48  0.25
25 O -7.14 -0.71 2.73  -0.32
26 O -8.18 1.34 1.74  -0.14
27 O -8.98 -1.00 1.06  -0.18
28 H -1.09 -0.85 6.14  0.00
29 H -0.39 1.38 2.50  0.09
30 H -1.42 2.34 3.52  0.12
31 H -2.82 -0.10 2.46  0.12
32 H -3.35 1.50 2.89  0.11
33 H -2.58 2.58 0.99  0.13
34 H -1.44 1.34 0.60  0.10
35 H -3.85 -1.19 -0.74  0.06
36 H -2.81 -0.32 -1.79  0.10
37 H -1.93 -2.22 -0.41  0.12
38 H -1.77 -1.15 0.95  0.10
39 H -0.39 -1.31 -1.74  0.11
40 H -0.42 0.32 -0.97  0.07
41 H 0.31 -1.93 0.86  0.07
42 H 1.43 -1.75 -0.48  0.11
43 H 1.08 -0.09 1.90  0.07
44 H 1.08 0.92 0.46  0.10
45 H 3.22 -0.02 -0.23  0.07
46 H 3.33 0.67 1.40  0.07
47 H 3.25 -1.06 1.24  0.04
48 H -4.80 0.61 -2.38  0.06
49 H -3.87 1.61 -3.35  0.08
50 H -1.45 0.83 -3.10  0.06
51 H -0.21 1.99 -2.68  0.08
52 H -1.44 2.38 -3.96  0.06
53 H -1.61 4.33 -2.15  0.11
54 H -4.47 3.70 -1.44  0.14
55 H -5.71 -1.51 -0.02  -0.06
56 H -9.08 1.47 1.41  0.08
57 H -9.26 -1.45 1.87  0.08
58 O 1.25 -4.15 1.58  -0.32
59 S 1.79 -3.51 2.76  0.66
60 O 1.38 -2.19 3.16  -0.31
61 C 1.62 -4.61 4.13  -0.22
62 C 2.89 -5.45 4.12  -0.23
63 C 4.03 -4.47 3.84  -0.21
64 C 3.59 -3.57 2.67  -0.21
65 H 0.71 -5.20 4.02  0.11
66 H 1.55 -3.99 5.02  0.07
67 H 3.04 -5.98 5.06  0.11
68 H 2.84 -6.20 3.33  0.10
69 H 4.21 -3.86 4.72  0.12
70 H 4.96 -4.99 3.61  0.09
71 H 3.99 -2.57 2.76  0.09
72 H 3.86 -4.00 1.71  0.11
73 O -1.09 2.39 -6.46  -0.33
74 S -0.42 3.23 -7.42  0.67
75 O 0.84 2.84 -8.01  -0.32
76 C -1.58 3.65 -8.72  -0.23
77 C -2.26 4.92 -8.22  -0.21
78 C -1.14 5.79 -7.64  -0.23
79 C -0.28 4.89 -6.74  -0.21
80 H -2.26 2.82 -8.87  0.11
81 H -1.00 3.83 -9.62  0.11
82 H -2.79 5.43 -9.03  0.12
83 H -2.99 4.68 -7.45  0.12
84 H -0.54 6.19 -8.44  0.08
85 H -1.54 6.63 -7.07  0.11
86 H 0.76 5.19 -6.75  0.10
87 H -0.65 4.86 -5.72  0.10
88 O 5.11 -7.34 3.85  -0.32
89 S 5.55 -8.71 3.71  0.68
90 O 6.94 -9.05 3.67  -0.32
91 C 4.73 -9.70 4.96  -0.23
92 C 3.43 -10.14 4.30  -0.22
93 C 3.80 -10.55 2.87  -0.21
94 C 4.70 -9.44 2.30  -0.21
95 H 4.58 -9.10 5.86  0.11
96 H 5.38 -10.55 5.18  0.11
97 H 2.97 -10.96 4.85  0.12
98 H 2.72 -9.31 4.28  0.12
99 H 4.34 -11.49 2.89  0.12
100 H 2.92 -10.69 2.25  0.11
101 H 5.45 -9.84 1.61  0.10
102 H 4.13 -8.66 1.81  0.10
103 O 2.73 -1.26 6.83  -0.30
104 S 1.71 -2.08 7.43  0.65
105 O 0.73 -2.78 6.64  -0.33
106 C 2.50 -3.25 8.53  -0.23
107 C 2.57 -2.52 9.87  -0.22
108 C 1.21 -1.83 10.04  -0.21
109 C 0.88 -1.14 8.71  -0.22
110 H 3.48 -3.52 8.13  0.11
111 H 1.86 -4.13 8.59  0.11
112 H 2.78 -3.21 10.69  0.11
113 H 3.36 -1.77 9.84  0.12
114 H 0.45 -2.58 10.26  0.12
115 H 1.22 -1.12 10.86  0.11
116 H -0.19 -1.13 8.51  0.10
117 H 1.27 -0.12 8.68  0.11
118 O 1.27 8.23 -7.26  -0.31
119 S 0.68 8.67 -8.50  0.66
120 O -0.72 8.50 -8.78  -0.33
121 C 1.11 10.38 -8.77  -0.23
122 C 2.44 10.32 -9.52  -0.22
123 C 2.27 9.21 -10.57  -0.21
124 C 1.65 8.01 -9.86  -0.22
125 H 1.18 10.90 -7.81  0.11
126 H 0.33 10.83 -9.38  0.11
127 H 2.68 11.28 -9.98  0.12
128 H 3.25 10.07 -8.84  0.12
129 H 1.61 9.56 -11.36  0.12
130 H 3.23 8.95 -11.03  0.12
131 H 0.99 7.44 -10.52  0.10
132 H 2.41 7.35 -9.44  0.11

Computed properties:
HOMO-LUMO gap = 8.984 eV
Maximum force = 2.8 eV Å⁻¹
Calculated total energy = -148306.462 eV

[2]
Density functional theory data (wB97M-V/def2-TZVPD) for C36H72As2F26N7O12S6 as an isolated structure.

Each line ends with the Löwdin charge.
Atoms and positions in Å:
1 C -1.69 0.41 0.87  -0.08
2 C -1.37 -0.19 2.25  -0.18
3 C -2.30 0.40 3.30  -0.12
4 N -2.14 -0.08 4.71  -0.26
5 C -0.76 0.24 5.10  0.01
6 C -3.07 0.55 5.73  -0.07
7 C -3.26 -0.45 6.88  -0.10
8 C -2.50 -1.70 6.37  -0.14
9 C -2.39 -1.54 4.88  -0.14
10 H -1.59 1.46 0.86  0.03
11 H -2.69 0.21 0.48  0.09
12 H -1.02 0.09 0.10  0.04
13 H -0.42 0.21 2.54  0.09
14 H -1.39 -1.28 2.15  0.11
15 H -3.30 0.14 3.02  0.14
16 H -2.16 1.47 3.31  0.08
17 H -0.02 -0.39 4.55  0.10
18 H -0.61 0.12 6.16  0.12
19 H -0.57 1.27 4.91  0.09
20 H -2.46 1.42 6.05  0.14
21 H -3.94 0.77 5.21  0.10
22 H -2.82 -0.01 7.80  0.13
23 H -4.29 -0.71 6.98  0.11
24 H -1.49 -1.91 6.78  0.12
25 H -3.08 -2.60 6.50  0.11
26 H -1.58 -2.15 4.47  0.09
27 H -3.27 -1.75 4.30  0.13
28 C 0.37 4.22 -1.55  -0.08
29 C -1.13 4.30 -1.03  -0.16
30 C -2.00 4.10 -2.36  -0.10
31 N -3.41 4.71 -2.27  -0.25
32 C -3.27 6.13 -2.38  -0.02
33 C -4.00 4.27 -0.94  -0.10
34 C -5.40 3.85 -1.27  -0.13
35 C -5.23 3.12 -2.66  -0.11
36 C -4.29 4.10 -3.33  -0.10
37 H 0.68 5.14 -2.05  0.06
38 H 0.57 3.44 -2.29  0.06
39 H 1.02 4.12 -0.68  0.07
40 H -1.21 5.27 -0.43  0.13
41 H -1.32 3.45 -0.43  0.05
42 H -2.04 3.05 -2.40  0.07
43 H -1.56 4.34 -3.35  0.15
44 H -4.22 6.68 -2.49  0.12
45 H -2.61 6.36 -3.26  0.13
46 H -2.79 6.55 -1.48  0.11
47 H -4.09 5.11 -0.26  0.12
48 H -3.37 3.52 -0.50  0.12
49 H -6.02 4.72 -1.44  0.12
50 H -5.90 3.26 -0.49  0.12
51 H -6.17 2.95 -3.14  0.11
52 H -4.78 2.16 -2.55  0.10
53 H -4.85 4.96 -3.65  0.12
54 H -3.80 3.61 -4.11  0.10
55 C 2.44 -4.72 -0.91  -0.08
56 C 0.98 -4.96 -0.51  -0.22
57 C 0.22 -4.47 -1.70  -0.14
58 N -1.29 -4.40 -1.61  -0.27
59 C -1.88 -4.08 -2.93  0.02
60 C -1.73 -3.47 -0.51  -0.09
61 C -3.06 -4.00 0.00  -0.14
62 C -3.15 -5.49 -0.42  -0.13
63 C -1.80 -5.75 -1.14  -0.08
64 H 3.11 -5.17 -0.16  0.09
65 H 2.76 -3.66 -0.99  0.05
66 H 2.66 -5.25 -1.82  0.08
67 H 0.77 -4.43 0.42  0.09
68 H 0.79 -6.04 -0.36  0.12
69 H 0.42 -5.10 -2.60  0.15
70 H 0.47 -3.38 -1.87  0.15
71 H -2.97 -4.06 -2.84  0.11
72 H -1.68 -4.88 -3.67  0.12
73 H -1.53 -3.04 -3.24  0.11
74 H -1.86 -2.50 -0.96  0.12
75 H -0.88 -3.43 0.26  0.15
76 H -3.90 -3.48 -0.41  0.10
77 H -3.11 -3.95 1.09  0.09
78 H -4.06 -5.56 -1.03  0.11
79 H -3.29 -6.12 0.44  0.09
80 H -1.85 -6.47 -1.90  0.12
81 H -1.09 -6.11 -0.36  0.11
82 C 6.33 1.35 -2.24  -0.09
83 C 4.85 1.46 -1.97  -0.21
84 C 4.26 0.18 -1.44  -0.14
85 N 2.87 0.30 -1.01  -0.26
86 C 2.02 0.85 -2.05  0.00
87 C 2.30 -1.11 -0.76  -0.12
88 C 2.91 -1.56 0.53  -0.15
89 C 3.12 -0.23 1.31  -0.12
90 C 2.68 0.89 0.38  -0.06
91 H 6.60 0.56 -2.90  0.07
92 H 6.91 1.22 -1.33  0.07
93 H 6.71 2.33 -2.62  0.08
94 H 4.41 1.77 -2.91  0.08
95 H 4.82 2.26 -1.22  0.12
96 H 4.79 -0.03 -0.52  0.13
97 H 4.35 -0.75 -2.03  0.13
98 H 1.03 0.53 -1.83  0.05
99 H 2.40 0.53 -3.03  0.13
100 H 2.04 1.98 -2.00  0.12
101 H 1.20 -1.11 -0.62  0.13
102 H 2.66 -1.69 -1.61  0.12
103 H 2.22 -2.15 1.15  0.11
104 H 3.87 -2.07 0.40  0.09
105 H 2.47 -0.26 2.24  0.13
106 H 4.13 -0.22 1.68  0.11
107 H 1.60 1.15 0.33  0.14
108 H 3.16 1.82 0.53  0.12
109 C 4.84 1.98 -6.05  -0.66
110 F 4.23 1.35 -5.01  0.08
111 F 5.99 1.33 -6.28  0.13
112 F 4.12 1.94 -7.16  0.15
113 S 5.15 3.73 -5.58  0.59
114 O 6.20 3.67 -4.57  -0.33
115 O 5.50 4.44 -6.82  -0.32
116 N 3.81 4.09 -4.84  -0.31
117 S 3.35 5.64 -4.46  0.58
118 O 3.99 6.55 -5.33  -0.27
119 O 1.98 5.58 -4.16  -0.29
120 C 4.24 5.91 -2.87  -0.67
121 F 5.54 5.91 -3.10  0.15
122 F 3.88 7.12 -2.38  0.10
123 F 3.85 5.03 -1.93  0.12
124 C 1.73 -5.03 5.29  -0.68
125 F 2.84 -4.35 5.54  0.16
126 F 2.03 -6.07 4.57  0.17
127 F 1.13 -5.48 6.42  0.11
128 S 0.54 -3.94 4.33  0.63
129 O 0.45 -2.63 5.09  -0.35
130 O 1.19 -3.95 3.04  -0.30
131 N -0.89 -4.45 4.28  -0.31
132 S -1.46 -5.70 3.58  0.58
133 O -1.53 -5.55 2.13  -0.30
134 O -0.94 -6.87 4.11  -0.21
135 C -3.24 -5.37 3.98  -0.65
136 F -3.83 -6.48 3.53  0.12
137 F -3.38 -5.26 5.31  0.12
138 F -3.82 -4.32 3.37  0.13
139 N -2.99 3.44 2.60  -0.31
140 S -4.34 4.22 3.16  0.57
141 O -5.36 4.39 2.15  -0.30
142 O -4.10 5.19 4.20  -0.28
143 F -4.85 2.84 3.85  -0.24
144 S -1.55 4.11 2.94  0.41
145 O -1.44 5.50 2.88  -0.24
146 O -0.70 3.25 2.21  -0.29
147 F -1.31 3.74 4.41  -0.15
148 As -1.57 0.31 -3.68  0.68
149 F -2.89 -0.57 -2.95  -0.27
150 F -2.68 1.62 -4.08  -0.25
151 F -0.33 1.28 -4.34  -0.21
152 F -0.42 -0.90 -3.25  -0.25
153 F -1.86 -0.46 -5.16  -0.21
154 F -1.25 1.03 -2.13  -0.26
155 As 6.44 -3.28 -1.01  0.70
156 F 5.07 -2.66 -1.82  -0.24
157 F 5.35 -4.65 -0.54  -0.30
158 F 7.74 -4.10 -0.26  -0.25
159 F 7.43 -1.93 -1.47  -0.25
160 F 6.06 -2.50 0.49  -0.25
161 F 6.86 -4.17 -2.42  -0.25

Computed properties:
HOMO-LUMO gap = 7.956 eV
Maximum force = 5.8 eV Å⁻¹
Calculated total energy = -330849.279 eV
Charge = -1